1.
DFT (wB97M-V/def2-TZVPD) results for a molecular structure, C17H27MnN9OP.

Calculated values
Net charge: +4
Frontier orbital gap (spin up / spin down), eV: 4.39 / 6.89
Spin multiplicity: 5
Electronic energy, Eh: -2722.9555
LUMO level (spin up / spin down), eV: -16.034 / -13.606
⟨S²⟩: 6.18
HOMO (spin up / spin down), eV: -20.43 / -20.49

Last column: Löwdin charge in e.
Positions of all 56 atoms, in Å:
Mn  0.194  0.444  0.834  0.993
P  -0.700  -1.379  -0.722  1.062
O  -1.146  0.612  2.111  -0.126
N  2.075  0.298  0.535  -0.056
N  2.365  6.024  -0.596  0.280
N  0.607  2.405  -0.018  0.096
N  -1.400  3.433  -0.637  0.214
N  -0.520  -3.907  -1.797  -0.146
N  -1.322  -2.277  -3.247  -0.132
N  0.486  4.685  -0.642  0.213
N  2.541  3.756  -0.179  0.227
N  -2.772  -3.138  -1.537  -0.053
C  -2.449  -2.081  -0.547  -0.216
C  4.073  -0.774  1.313  0.038
C  -0.801  -1.115  -2.595  -0.262
C  -1.822  -4.319  -1.413  -0.071
C  2.731  -0.790  0.963  -0.075
C  1.799  4.858  -0.486  -0.372
C  0.165  -3.069  -0.870  -0.276
C  -2.672  -2.599  -2.958  -0.071
C  -0.098  3.525  -0.435  -0.413
C  4.120  1.542  0.714  0.083
C  -1.343  0.951  3.303  -0.361
C  4.781  0.418  1.196  0.067
C  1.952  2.624  0.029  -0.280
C  -2.496  0.466  4.073  0.049
C  -0.474  -3.453  -3.177  -0.097
C  2.767  1.455  0.408  -0.156
C  -0.388  1.871  3.963  0.042
H  -3.160  -1.255  -0.665  0.117
H  -3.316  -1.719  -3.045  0.163
H  -1.899  2.571  -0.470  0.109
H  -2.173  -5.130  -2.064  0.174
H  1.825  6.848  -0.834  0.162
H  -1.831  -4.677  -0.379  0.163
H  0.203  -3.554  0.112  0.115
H  0.548  -3.228  -3.482  0.159
H  0.200  -0.891  -2.977  0.121
H  2.152  -1.712  1.014  0.120
H  -3.734  -3.468  -1.376  0.211
H  5.824  0.467  1.484  0.154
H  -0.863  2.853  4.054  0.141
H  0.542  1.972  3.389  0.089
H  -0.855  -4.234  -3.840  0.165
H  -1.437  -0.246  -2.800  0.114
H  4.560  -1.678  1.649  0.146
H  -1.895  4.249  -0.973  0.151
H  -3.034  -3.366  -3.651  0.173
H  -3.328  0.172  3.435  0.113
H  4.626  2.486  0.587  0.145
H  3.364  6.133  -0.463  0.158
H  -2.203  -0.419  4.649  0.142
H  -2.814  1.188  4.826  0.130
H  -0.171  1.559  4.986  0.133
H  1.190  -2.913  -1.222  0.113
H  -2.577  -2.478  0.469  0.121

=====

2.
DFT (wB97M-V/def2-TZVPD) results for a gas-phase ion, C7H19N3 (charge +2).

Calculated values
Net charge: +2
Frontier orbital gap, eV: 11.42
Electronic energy, Eh: -441.7043
LUMO level, eV: -6.961
SMILES string: C[NH2+]C(C)(C)C(=[NH2+])N(C)C
HOMO, eV: -18.38

Last column: natural (NBO) charge in e.
Positions of all 29 atoms, in Å:
N  1.525  -0.158  0.159  -0.338
N  0.629  1.528  -1.072  -0.740
N  -1.346  -1.088  -0.035  -0.508
C  -0.998  0.304  0.395  0.117
C  -1.209  -1.386  -1.527  -0.437
C  -1.943  1.244  -0.371  -0.694
C  2.885  0.207  -0.375  -0.469
C  1.616  -1.156  1.186  -0.405
C  -1.123  0.663  1.941  -0.605
C  0.512  0.557  -0.169  0.547
H  -2.159  0.628  2.238  0.261
H  -1.390  -2.370  -1.884  0.280
H  -0.646  1.641  2.117  0.270
H  -0.313  -1.026  -1.942  0.232
H  -1.973  -0.851  -1.978  0.233
H  0.663  -1.452  1.523  0.188
H  -1.940  2.337  -0.355  0.292
H  3.656  -0.562  -0.080  0.271
H  2.945  -0.053  -1.456  0.259
H  -0.230  1.928  -1.400  0.437
H  -2.925  1.088  0.139  0.268
H  -0.703  -1.735  0.294  0.435
H  2.223  -0.905  1.956  0.249
H  3.154  1.192  -0.057  0.241
H  2.336  -2.058  0.702  0.255
H  -2.276  -1.435  0.157  0.465
H  -2.000  0.945  -1.348  0.218
H  1.518  2.023  -1.208  0.452
H  -0.487  -0.049  2.453  0.224